(1)
{
  "formula": "C23H40AgNOS2Si",
  "method": "ωB97M-V with the def2-TZVPD basis set",
  "species": ["Ag", "O", "S", "C", "C", "C", "C", "H", "H", "H", "H", "H", "H", "H", "H", "C", "C", "C", "C", "Si", "C", "C", "C", "C", "C", "C", "C", "C", "H", "H", "H", "H", "H", "H", "H", "H", "H", "H", "H", "H", "H", "H", "H", "H", "H", "H", "H", "H", "H", "H", "H", "H", "H", "H", "H", "S", "C", "N", "C", "C", "C", "C", "C", "C", "H", "H", "H", "H", "H"],
  "positions_angstrom": [[-1.21, -0.27, 0.21], [-1.00, 2.21, 1.38], [-1.47, 2.78, 2.68], [-1.12, 4.55, 2.56], [0.42, 4.71, 2.76], [0.99, 3.61, 3.73], [-0.05, 2.41, 3.77], [-1.75, 5.21, 3.18], [-1.32, 4.67, 1.52], [0.63, 5.65, 3.27], [1.00, 4.78, 1.83], [1.02, 4.00, 4.80], [1.98, 3.32, 3.36], [-0.51, 2.24, 4.75], [0.27, 1.44, 3.43], [-1.37, -0.87, -4.13], [-0.23, -1.65, -3.38], [-0.94, -2.89, -2.70], [0.93, -2.17, -4.24], [0.36, -0.59, -1.75], [2.12, -1.43, -1.15], [1.99, -2.95, -1.07], [2.22, -0.96, 0.30], [3.32, -0.89, -1.86], [0.67, 1.28, -2.24], [-0.70, 2.10, -2.43], [1.43, 1.34, -3.53], [1.45, 2.17, -1.20], [-2.04, -1.48, -4.75], [-0.97, -0.15, -4.84], [-2.08, -0.28, -3.53], [-1.09, -3.72, -3.42], [-1.91, -2.61, -2.28], [-0.46, -3.34, -1.85], [0.59, -2.46, -5.22], [1.34, -3.07, -3.78], [1.77, -1.46, -4.40], [1.12, -3.19, -0.43], [2.92, -3.38, -0.55], [1.86, -3.45, -2.05], [1.34, -1.44, 0.81], [2.13, 0.17, 0.42], [3.15, -1.38, 0.81], [3.37, -1.25, -2.89], [4.26, -1.25, -1.46], [3.39, 0.25, -1.96], [-1.16, 1.87, -3.39], [-0.55, 3.17, -2.34], [-1.36, 1.78, -1.59], [1.03, 0.54, -4.17], [2.51, 1.23, -3.40], [1.23, 2.26, -4.06], [0.80, 2.52, -0.41], [1.76, 3.06, -1.74], [2.30, 1.68, -0.74], [-4.48, -0.51, 3.74], [-3.78, -0.04, 2.16], [-2.67, -0.70, 1.80], [-2.24, -1.48, 2.85], [-1.18, -2.36, 2.81], [-1.08, -3.37, 3.78], [-2.00, -3.40, 4.85], [-2.97, -2.41, 5.00], [-3.05, -1.42, 4.04], [-4.39, 0.57, 1.47], [-0.54, -2.48, 1.86], [-0.32, -4.17, 3.60], [-2.08, -4.23, 5.51], [-3.62, -2.42, 5.90]],
  "lowdin_charge": [0.609, -0.613, 0.887, -0.308, -0.214, -0.179, -0.297, 0.094, 0.066, 0.093, 0.111, 0.120, 0.102, 0.070, 0.072, -0.120, -0.574, -0.150, -0.105, 0.754, -0.657, -0.119, -0.176, -0.120, -0.625, -0.109, -0.136, -0.105, 0.070, 0.058, 0.064, 0.080, 0.051, 0.025, 0.067, 0.051, 0.068, 0.059, 0.104, 0.057, 0.021, 0.070, 0.093, 0.063, 0.070, 0.083, 0.053, 0.066, 0.030, 0.048, 0.066, 0.077, 0.041, 0.073, 0.039, 1.040, -0.378, -0.074, -0.345, -0.038, -0.070, -0.086, -0.111, -0.496, 0.091, 0.111, 0.123, 0.094, 0.122],
  "e_above_lowest_kcal_mol": 26.4,
  "lumo_ev": -0.18,
  "homo_ev": -6.6
}

(2)
{
  "formula": "C19H40BNO7PtS3",
  "method": "ωB97M-V with the def2-TZVPD basis set",
  "species": ["Pt", "B", "H", "H", "H", "H", "C", "C", "C", "O", "H", "H", "H", "H", "H", "H", "H", "C", "C", "C", "S", "O", "O", "C", "H", "H", "H", "H", "H", "H", "H", "H", "C", "C", "C", "S", "O", "O", "C", "H", "H", "H", "H", "H", "H", "H", "H", "C", "C", "C", "S", "O", "O", "C", "H", "H", "H", "H", "H", "H", "H", "H", "N", "C", "C", "C", "C", "H", "H", "H", "H", "H"],
  "positions_angstrom": [[-0.70, 1.32, -1.09], [0.49, -0.50, -0.45], [1.01, 0.35, -0.88], [0.40, -0.38, 0.62], [-0.48, -0.72, -0.86], [1.13, -1.36, -0.60], [0.53, 4.73, -2.33], [1.29, 3.46, -2.78], [2.45, 3.34, -1.87], [0.48, 2.33, -2.77], [0.32, 4.78, -1.26], [-0.45, 4.83, -2.79], [1.10, 5.62, -2.59], [1.61, 3.62, -3.81], [2.88, 2.34, -1.90], [2.18, 3.60, -0.85], [3.19, 4.11, -2.05], [2.16, 5.36, 1.66], [2.97, 4.24, 2.35], [2.61, 2.82, 1.95], [0.76, 2.96, 1.92], [0.18, 2.63, 3.21], [0.26, 2.32, 0.64], [0.60, 4.86, 1.82], [2.44, 5.45, 0.61], [2.30, 6.36, 2.07], [2.80, 4.51, 3.39], [4.03, 4.40, 2.15], [2.95, 2.06, 2.65], [2.90, 2.54, 0.94], [0.27, 5.14, 2.83], [-0.10, 5.00, 1.00], [-2.54, -1.21, 4.06], [-3.96, -0.69, 3.72], [-3.99, 0.09, 2.33], [-2.48, -0.58, 1.41], [-1.93, 0.54, 0.66], [-2.69, -1.90, 0.84], [-1.57, -0.66, 2.97], [-2.35, -2.28, 4.17], [-2.34, -0.72, 5.01], [-4.53, -0.15, 4.48], [-4.62, -1.55, 3.64], [-3.72, 1.13, 2.49], [-4.92, 0.06, 1.75], [-1.34, 0.39, 3.16], [-0.60, -1.16, 2.98], [-1.57, -4.49, -4.65], [-1.35, -4.60, -3.17], [-1.16, -3.13, -2.67], [-0.04, -2.37, -3.85], [1.26, -2.99, -3.68], [-0.25, -0.90, -4.01], [-0.85, -3.25, -5.23], [-2.61, -4.33, -4.91], [-1.28, -5.44, -5.08], [-0.59, -5.35, -2.93], [-2.23, -5.03, -2.70], [-0.90, -3.02, -1.61], [-2.12, -2.62, -2.79], [-0.12, -3.41, -6.02], [-1.70, -2.59, -5.41], [0.71, -3.36, 0.80], [0.92, -4.71, 0.64], [1.80, -5.10, 1.57], [2.32, -3.99, 2.27], [1.59, -2.93, 1.82], [0.11, -2.78, 0.22], [0.30, -5.17, -0.11], [2.16, -6.10, 1.76], [2.94, -3.91, 3.15], [1.63, -1.87, 2.02]],
  "lowdin_spin": [1.456, 0.082, 0.046, 0.003, 0.018, 0.027, 0.001, 0.021, 0.002, 0.201, 0.000, 0.000, 0.000, 0.009, 0.000, 0.000, 0.000, 0.000, 0.001, 0.004, 0.011, 0.006, 0.061, 0.002, 0.000, 0.000, 0.000, 0.000, 0.000, 0.000, 0.000, 0.000, 0.000, 0.001, 0.003, 0.005, 0.027, 0.000, 0.000, 0.000, 0.000, 0.000, 0.000, 0.000, 0.000, 0.000, 0.000, 0.000, 0.000, 0.000, 0.001, 0.000, 0.006, 0.000, 0.000, 0.000, 0.000, 0.000, 0.000, 0.000, 0.000, 0.000, 0.003, 0.000, 0.000, 0.000, 0.001, 0.001, 0.000, 0.000, 0.000, 0.000],
  "multiplicity": 3,
  "lumo_ev": [0.11, -1.05],
  "homo_ev": [-7.7, -7.8]
}

(3)
{
  "formula": "C4H8BrClN",
  "method": "ωB97M-V with the def2-TZVPD basis set",
  "species": ["C", "C", "C", "C", "N", "Cl", "Br", "H", "H", "H", "H", "H", "H", "H", "H"],
  "positions_angstrom": [[-0.56, -0.53, 0.92], [-1.11, -1.68, 0.58], [-0.08, 0.22, -1.39], [-0.19, 0.45, 0.05], [-0.15, 1.69, 0.57], [-1.89, -2.65, 1.69], [2.70, 0.23, 0.04], [-0.64, -0.41, 2.01], [-1.02, -2.12, -0.43], [-1.12, 0.02, -1.81], [0.23, 1.15, -1.79], [0.58, -0.63, -1.60], [3.96, -0.17, -0.26], [-0.69, 1.88, 1.44], [0.00, 2.54, 0.00]],
  "lowdin_charge": [-0.190, -0.511, -0.067, -0.470, 0.204, 0.813, 0.609, 0.135, 0.111, 0.150, 0.074, 0.087, -0.277, 0.168, 0.164],
  "e_above_lowest_kcal_mol": 3.5,
  "lumo_ev": -5.49,
  "charge": 1,
  "homo_ev": -14.4
}

(4)
{
  "formula": "C24H30FeN4Se2",
  "method": "ωB97M-V with the def2-TZVPD basis set",
  "species": ["Fe", "C", "C", "C", "C", "N", "C", "C", "C", "C", "C", "C", "N", "C", "C", "C", "C", "C", "N", "H", "H", "H", "H", "H", "H", "H", "H", "H", "H", "H", "C", "Se", "C", "C", "Se", "C", "H", "H", "H", "H", "H", "H", "H", "H", "H", "H", "C", "C", "C", "C", "C", "N", "H", "H", "H", "H", "H", "H", "H", "H", "H"],
  "positions_angstrom": [[0.54, 0.42, -0.72], [4.10, -0.87, 1.32], [3.75, -2.18, 1.61], [2.62, -2.73, 1.02], [1.88, -1.95, 0.16], [2.19, -0.66, -0.10], [3.28, -0.14, 0.47], [0.72, -2.42, -0.63], [0.36, -3.74, -0.82], [-0.63, -4.02, -1.76], [-1.13, -3.00, -2.54], [-0.69, -1.70, -2.31], [0.14, -1.43, -1.30], [-0.86, -0.57, -3.25], [-1.62, -0.65, -4.40], [-1.56, 0.37, -5.33], [-0.72, 1.44, -5.07], [-0.01, 1.46, -3.88], [-0.08, 0.50, -2.96], [4.98, -0.41, 1.73], [4.36, -2.77, 2.29], [2.33, -3.75, 1.23], [3.52, 0.88, 0.22], [0.87, -4.54, -0.30], [-0.95, -5.04, -1.93], [-1.82, -3.21, -3.34], [-2.24, -1.51, -4.59], [-2.13, 0.32, -6.24], [-0.60, 2.25, -5.78], [0.66, 2.28, -3.69], [0.58, 3.07, 1.76], [1.42, 2.65, 0.06], [0.33, 3.72, -1.12], [-1.17, 3.47, -1.08], [-1.70, 1.66, -0.53], [-3.19, 1.51, -1.76], [0.92, 4.05, 2.08], [0.91, 2.33, 2.48], [-0.50, 3.03, 1.68], [0.74, 3.40, -2.07], [0.54, 4.78, -1.02], [-1.56, 3.66, -2.08], [-1.70, 4.12, -0.39], [-2.85, 1.60, -2.79], [-3.89, 2.30, -1.51], [-3.66, 0.55, -1.61], [0.89, -0.20, 4.51], [-0.40, -0.53, 3.74], [-0.74, -2.02, 3.85], [-1.57, 0.34, 4.24], [-0.18, -0.22, 2.31], [-0.02, -0.04, 1.19], [0.72, -0.41, 5.56], [1.15, 0.85, 4.42], [1.72, -0.81, 4.16], [-0.90, -2.25, 4.90], [0.07, -2.64, 3.48], [-1.65, -2.26, 3.30], [-1.71, 0.14, 5.30], [-2.50, 0.10, 3.72], [-1.36, 1.40, 4.12]],
  "lowdin_charge": [0.215, -0.013, -0.014, 0.018, -0.202, 0.022, -0.107, -0.173, 0.035, 0.006, 0.035, -0.164, 0.066, -0.213, 0.013, -0.017, -0.017, -0.102, 0.053, 0.125, 0.128, 0.123, 0.077, 0.125, 0.131, 0.122, 0.121, 0.129, 0.125, 0.106, -0.318, 1.057, -0.499, -0.460, 1.031, -0.323, 0.048, 0.011, 0.015, 0.026, 0.092, 0.082, 0.076, 0.022, 0.044, 0.038, -0.019, -0.569, -0.021, -0.018, -0.059, 0.131, 0.105, 0.085, 0.087, 0.105, 0.087, 0.098, 0.104, 0.098, 0.090],
  "e_above_lowest_kcal_mol": 38.3,
  "lumo_ev": [-6.03, -5.98],
  "charge": 2,
  "homo_ev": [-14.4, -14.6]
}

(5)
{
  "formula": "C2HF4I",
  "method": "ωB97M-V with the def2-TZVPD basis set",
  "species": ["F", "C", "F", "C", "F", "F", "I", "H"],
  "positions_angstrom": [[0.84, -1.53, -0.63], [0.31, -0.29, -0.80], [-0.69, -0.34, -1.64], [-0.36, 0.30, 0.69], [-0.78, 1.53, 0.28], [-1.37, -0.51, 0.98], [1.02, 0.30, 2.37], [1.03, 0.54, -1.25]],
  "lowdin_charge": [0.050, -0.367, 0.092, -0.865, 0.005, 0.035, 0.863, 0.187],
  "e_above_lowest_kcal_mol": 1.6,
  "lumo_ev": -0.11,
  "homo_ev": -10.4
}

(6)
{
  "formula": "CH5NOP2",
  "method": "ωB97M-V with the def2-TZVPD basis set",
  "species": ["H", "P", "C", "O", "P", "N", "H", "H", "H", "H"],
  "positions_angstrom": [[2.33, 0.05, 2.39], [1.17, -0.53, 1.90], [1.03, 0.57, 0.59], [0.11, 0.79, -0.37], [-0.85, -0.46, -0.95], [-2.25, -0.13, -1.51], [1.82, 1.31, 0.40], [-0.03, -1.21, -1.81], [-0.86, -1.08, 0.31], [-2.48, 0.68, -0.94]],
  "lowdin_charge": [-0.165, 0.773, -0.649, -0.374, 0.666, -0.270, 0.057, 0.025, -0.036, -0.027],
  "e_above_lowest_kcal_mol": 38.3,
  "lumo_ev": 0.12,
  "homo_ev": -9.4
}

(7)
{
  "formula": "C20H17BF6N",
  "method": "ωB97M-V with the def2-TZVPD basis set",
  "species": ["F", "C", "F", "F", "C", "C", "C", "C", "C", "C", "C", "C", "C", "C", "F", "F", "F", "C", "C", "C", "C", "H", "H", "H", "H", "H", "H", "H", "H", "H", "H", "B", "N", "C", "C", "C", "C", "C", "H", "H", "H", "H", "H", "H", "H"],
  "positions_angstrom": [[-6.94, -0.69, 3.27], [-7.51, 0.09, 4.27], [-8.80, 0.31, 3.91], [-7.51, -0.69, 5.40], [-6.77, 1.37, 4.51], [-7.40, 2.59, 4.33], [-6.65, 3.76, 4.45], [-5.25, 3.71, 4.65], [-4.45, 4.91, 4.21], [-3.12, 5.11, 4.94], [-2.12, 4.15, 4.86], [-0.84, 4.40, 5.36], [-0.54, 5.65, 5.87], [0.89, 5.97, 6.21], [1.06, 7.26, 6.59], [1.33, 5.16, 7.23], [1.74, 5.74, 5.14], [-1.54, 6.60, 6.05], [-2.83, 6.32, 5.59], [-4.73, 2.50, 5.12], [-5.45, 1.31, 4.96], [-8.44, 2.59, 4.00], [-7.16, 4.70, 4.21], [-5.03, 5.84, 4.24], [-2.34, 3.22, 4.32], [-0.05, 3.65, 5.26], [-1.28, 7.57, 6.47], [-3.60, 7.09, 5.73], [-3.72, 2.44, 5.52], [-4.99, 0.34, 5.13], [-4.41, 4.95, 3.04], [-4.22, 5.43, 1.66], [-5.38, 5.12, 0.73], [-5.33, 5.37, -0.63], [-6.43, 5.05, -1.42], [-7.59, 4.47, -0.88], [-7.59, 4.22, 0.51], [-6.49, 4.57, 1.30], [-4.00, 6.62, 1.67], [-3.23, 4.86, 1.30], [-4.45, 5.81, -1.10], [-6.42, 5.24, -2.50], [-8.47, 4.21, -1.49], [-8.46, 3.75, 0.99], [-6.52, 4.38, 2.39]],
  "lowdin_charge": [0.119, -0.506, 0.123, 0.129, -0.119, 0.003, -0.044, -0.171, -0.048, -0.187, -0.027, 0.026, -0.110, -0.512, 0.132, 0.125, 0.121, 0.015, 0.006, 0.014, 0.034, 0.128, 0.124, 0.137, 0.123, 0.135, 0.129, 0.126, 0.109, 0.138, 0.053, -0.116, -0.019, 0.010, -0.016, 0.006, 0.000, -0.002, 0.087, 0.081, 0.152, 0.133, 0.134, 0.129, 0.095],
  "lumo_ev": -4.54,
  "charge": 1,
  "homo_ev": -12.7
}

(8)
{
  "formula": "C30H20MnN6O7",
  "method": "ωB97M-V with the def2-TZVPD basis set",
  "species": ["Mn", "C", "C", "C", "C", "C", "C", "C", "C", "C", "C", "C", "C", "C", "C", "C", "N", "H", "H", "H", "H", "H", "H", "H", "H", "H", "H", "N", "C", "C", "C", "C", "C", "C", "C", "C", "N", "C", "H", "H", "H", "H", "H", "H", "H", "H", "O", "N", "O", "C", "C", "C", "C", "O", "C", "C", "N", "O", "O", "N", "O", "O", "H", "H"],
  "positions_angstrom": [[0.51, 0.20, 0.33], [3.91, 2.30, -0.86], [3.70, 3.71, -0.89], [2.45, 4.19, -0.76], [1.34, 3.34, -0.30], [1.60, 1.85, -0.05], [2.92, 1.44, -0.55], [-1.26, 3.05, -0.38], [-2.44, 3.81, -0.43], [-3.67, 3.23, -0.28], [-3.72, 1.83, -0.10], [-4.94, 1.14, 0.03], [-4.97, -0.22, 0.12], [-3.77, -0.94, 0.06], [-2.57, -0.28, -0.05], [-2.49, 1.12, -0.10], [-1.27, 1.73, -0.22], [4.85, 1.92, -1.23], [4.52, 4.35, -1.15], [2.22, 5.21, -1.00], [3.07, 0.39, -0.80], [-2.36, 4.87, -0.60], [-4.58, 3.80, -0.32], [-5.86, 1.72, 0.02], [-5.90, -0.76, 0.20], [-3.77, -2.02, 0.08], [-1.66, -0.87, -0.14], [0.49, 0.69, 2.69], [0.23, 2.06, 3.00], [-0.42, 2.40, 4.17], [-0.74, 3.71, 4.45], [-0.50, 4.68, 3.50], [0.10, 4.36, 2.27], [0.08, 5.42, 1.27], [-0.07, 5.25, -0.04], [-0.03, 3.88, -0.69], [1.46, 2.81, 1.02], [0.59, 3.05, 2.05], [-0.02, 0.08, 3.33], [1.49, 0.47, 2.75], [-0.67, 1.62, 4.88], [-1.21, 3.97, 5.39], [-0.81, 5.70, 3.67], [0.07, 6.43, 1.67], [-0.15, 6.11, -0.69], [-0.03, 4.00, -1.79], [4.00, -6.30, 2.06], [2.80, -6.36, 1.88], [2.13, -7.37, 2.02], [2.12, -5.17, 1.49], [2.86, -3.99, 1.35], [2.19, -2.81, 1.03], [0.79, -2.78, 0.70], [0.22, -1.71, 0.30], [0.10, -4.03, 0.83], [0.76, -5.18, 1.27], [-1.27, -4.13, 0.53], [-1.86, -5.16, 0.84], [-1.84, -3.18, -0.02], [2.92, -1.64, 0.99], [4.15, -1.63, 0.85], [2.29, -0.52, 1.17], [3.92, -3.97, 1.51], [0.19, -6.09, 1.41]],
  "lowdin_spin": [0.981, -0.002, 0.001, -0.001, 0.000, -0.014, -0.003, 0.000, -0.001, 0.000, 0.000, 0.001, 0.000, 0.001, 0.005, 0.001, -0.003, 0.000, 0.000, 0.000, -0.001, 0.000, 0.000, 0.000, 0.000, 0.000, 0.003, -0.004, 0.000, 0.000, 0.000, 0.000, 0.000, 0.000, 0.000, 0.000, 0.005, 0.001, 0.000, 0.000, 0.000, 0.000, 0.000, 0.000, 0.000, 0.000, 0.000, 0.000, 0.000, -0.001, -0.001, 0.000, 0.003, 0.023, 0.001, 0.000, 0.000, 0.000, 0.000, 0.001, 0.003, -0.001, 0.000, 0.000],
  "multiplicity": 2,
  "lumo_ev": [-2.09, -2.08],
  "homo_ev": [-7.0, -7.0]
}

For each record above, in turn, the calculated largest force on an atom values are 3.479; 4.534; 3.964; 1.108; 3.917; 1.769; 3.342; 4.212 eV/Å.
For each record above, in turn, the calculated E values are -61582.454; -72592.588; -88324.961; -196402.891; -21059.833; -23230.797; -39480.036; -86015.378 eV.